(1)
A cluster of 4 separate species, C24H41IN4O3S in total at a distorted geometry, computed with ωB97M-V with the def2-TZVPD basis set.

- HOMO energy (eV) = -7.8
- electronic energy (eV) = -56590.2388
- SMILES string = Ic1cccc2c1Sc1ccccc1N2.COC[C@@H](C)N.COC[C@@H](C)N.COC[C@@H](C)N
- net charge = 0

Cartesian coordinates (Å):
1 I 2.8332 5.2377 5.1145
2 C 2.9518 5.2257 2.9893
3 C 2.2848 4.2543 2.2959
4 C 2.3585 4.3031 0.9174
5 C 3.0985 5.2633 0.2786
6 C 3.7906 6.2344 0.9802
7 C 3.7051 6.1999 2.3595
8 S 4.5868 7.4218 3.3209
9 C 4.7431 8.7455 2.1271
10 C 4.9184 10.0317 2.5897
11 C 5.0426 11.0592 1.6877
12 C 5.0065 10.8102 0.3306
13 C 4.8471 9.5127 -0.1004
14 C 4.7015 8.4575 0.7808
15 N 4.5565 7.1589 0.2143
16 H 1.7075 3.4782 2.7953
17 H 1.8606 3.5618 0.2962
18 H 3.1610 5.2709 -0.8075
19 H 4.9767 10.2837 3.6446
20 H 5.1796 12.0798 2.0379
21 H 5.1000 11.5871 -0.4221
22 H 4.8472 9.3173 -1.1717
23 H 5.4344 6.7697 -0.1085
24 C -3.4441 2.0675 2.4333
25 O -2.7337 1.3736 3.4422
26 C -1.8525 0.3694 2.9719
27 C -0.4943 0.8890 2.4776
28 C -0.5563 1.5510 1.1055
29 N 0.1102 1.8268 3.4317
30 H -3.6939 1.4161 1.5903
31 H -2.8759 2.9321 2.0828
32 H -4.3701 2.4373 2.8736
33 H -1.6707 -0.2824 3.8309
34 H -2.3431 -0.2469 2.2073
35 H 0.1677 0.0224 2.3897
36 H -0.9714 2.5586 1.1440
37 H 0.4471 1.6382 0.6850
38 H -1.1564 0.9566 0.4128
39 H 0.2485 1.3506 4.3193
40 H -0.5899 2.5346 3.6453
41 C -0.5574 -1.7862 -1.3382
42 O -1.6470 -1.7594 -0.4323
43 C -2.9265 -1.8087 -1.0386
44 C -3.3916 -3.2169 -1.4420
45 C -2.7166 -3.7482 -2.7022
46 N -3.1983 -4.1855 -0.3568
47 H -0.7881 -1.2596 -2.2685
48 H -0.2574 -2.8139 -1.5531
49 H 0.2863 -1.2904 -0.8570
50 H -3.6206 -1.4294 -0.2826
51 H -2.9758 -1.1136 -1.8872
52 H -4.4640 -3.1525 -1.6503
53 H -1.7002 -4.0944 -2.5167
54 H -3.2734 -4.5997 -3.0948
55 H -2.6833 -2.9850 -3.4832
56 H -3.7354 -3.8862 0.4529
57 H -2.2321 -4.1064 -0.0478
58 C -1.8432 -7.6005 -4.5433
59 O -1.3044 -7.2104 -3.2939
60 C -1.9046 -7.8279 -2.1679
61 C -1.3918 -9.2448 -1.8639
62 C -1.9411 -10.3121 -2.8059
63 N 0.0737 -9.3090 -1.8786
64 H -2.9179 -7.7945 -4.4810
65 H -1.3251 -8.4803 -4.9318
66 H -1.6767 -6.7837 -5.2463
67 H -1.6516 -7.1887 -1.3179
68 H -2.9983 -7.8095 -2.2583
69 H -1.7307 -9.4976 -0.8548
70 H -1.4498 -10.2993 -3.7786
71 H -1.7812 -11.3041 -2.3820
72 H -3.0149 -10.1859 -2.9603
73 H 0.4386 -8.6736 -1.1741
74 H 0.3868 -8.9010 -2.7564

=====

(2)
A structure of composition C24H42B3N11O6P2 at a distorted geometry, computed with ωB97M-V with the def2-TZVPD basis set.

- HOMO energy (eV) = -7.4
- electronic energy (eV) = -74857.4003
- net charge = 0

Cartesian coordinates (Å):
1 C 1.9698 -1.1360 1.6590
2 P 2.2599 0.0794 0.3098
3 C 2.9354 -0.7537 -1.1818
4 B 0.6337 1.0157 -0.0037
5 O 0.4452 2.1951 0.7241
6 B -0.7636 2.0542 1.4101
7 O -0.7944 2.0017 2.7819
8 O -1.8920 1.9180 0.6042
9 B -1.6856 0.8650 -0.2705
10 P -3.2511 -0.2252 -0.6140
11 O -3.5285 -0.7792 0.9324
12 O -2.7621 -1.5407 -1.4700
13 O -0.4443 0.6270 -0.8235
14 H 2.0344 -0.5968 2.5988
15 H 2.7214 -1.9232 1.6340
16 H 0.9954 -1.6304 1.6277
17 H 3.6739 -0.0813 -1.6042
18 H 2.1946 -0.9397 -1.9574
19 H 3.4599 -1.6774 -0.9465
20 H -0.4443 1.1604 3.1109
21 H -3.6613 -1.7339 0.9102
22 H -1.9475 -1.9305 -1.1088
23 C -0.9022 -4.1623 -3.3933
24 C 0.0744 -3.6857 -2.4294
25 N 0.8644 -3.3097 -1.6853
26 H -1.0026 -5.2467 -3.3418
27 H -1.8798 -3.7212 -3.2033
28 H -0.6055 -3.8909 -4.3985
29 C -5.5501 0.1105 3.9139
30 C -5.6536 -1.0120 4.8333
31 N -5.7308 -1.9015 5.5551
32 H -4.9619 -0.1497 3.0342
33 H -6.5350 0.4293 3.5764
34 H -5.0735 0.9647 4.3930
35 C -2.2046 4.9077 3.0701
36 C -3.6392 5.0293 3.2806
37 N -4.7703 5.1255 3.4488
38 H -1.9002 3.8659 3.1276
39 H -1.9229 5.3001 2.0933
40 H -1.6532 5.4627 3.8274
41 C 4.2655 3.6790 0.1679
42 C 3.8447 2.9816 -1.0347
43 N 3.5108 2.3869 -1.9571
44 H 4.6446 2.9664 0.8983
45 H 5.0535 4.3965 -0.0572
46 H 3.4257 4.2103 0.6130
47 C -1.3643 0.7254 -4.3496
48 C -1.0500 -0.6301 -4.7590
49 N -0.8014 -1.7021 -5.0838
50 H -2.3217 1.0358 -4.7663
51 H -1.4304 0.8027 -3.2662
52 H -0.6094 1.4316 -4.6927
53 C -2.7902 -3.5732 3.5913
54 C -1.9667 -3.3096 2.4223
55 N -1.3279 -3.0811 1.4960
56 H -3.8092 -3.8367 3.3040
57 H -2.3870 -4.3999 4.1743
58 H -2.8421 -2.6995 4.2400
59 C 2.7708 -1.8471 -5.3567
60 C 3.8018 -1.3804 -4.4429
61 N 4.5956 -1.0119 -3.7008
62 H 2.6927 -2.9324 -5.3200
63 H 1.8008 -1.4318 -5.0891
64 H 3.0021 -1.5532 -6.3795
65 C 6.1109 1.8126 -4.5449
66 C 7.0899 2.2823 -3.5811
67 N 7.8519 2.6539 -2.8056
68 H 6.0284 0.7268 -4.5448
69 H 5.1289 2.2176 -4.3128
70 H 6.3713 2.1353 -5.5512
71 C -9.0375 -3.9937 3.8834
72 C -7.7127 -4.3837 3.4281
73 N -6.6600 -4.6774 3.0802
74 H -9.6667 -3.7147 3.0398
75 H -9.5177 -4.8147 4.4129
76 H -8.9685 -3.1432 4.5600
77 C 6.0131 5.9711 -3.4093
78 C 5.5397 5.2157 -4.5582
79 N 5.1657 4.5935 -5.4466
80 H 6.4340 5.2961 -2.6645
81 H 6.7885 6.6749 -3.7069
82 H 5.1964 6.5305 -2.9553
83 C 1.4924 -2.7265 5.2874
84 C 1.0326 -1.3924 4.9391
85 N 0.6677 -0.3453 4.6439
86 H 2.4977 -2.8936 4.9038
87 H 1.5096 -2.8569 6.3681
88 H 0.8337 -3.4800 4.8585

=====

(3)
A structure of composition C24H42CaCl3N4O3Si at a distorted geometry, computed with ωB97M-V with the def2-TZVPD basis set.

- HOMO energy (eV) = -3.2
- electronic energy (eV) = -101561.4437
- net charge = -1
- energy relative to the best compared isomer or geometry (same formula, charge and spin) (kcal/mol) = 138.9

Cartesian coordinates (Å):
1 C 2.2369 -2.6741 -5.8885
2 C 1.6637 -1.7876 -6.9502
3 H 1.6548 -3.5992 -5.7935
4 H 2.2370 -2.1696 -4.9244
5 H 3.2669 -2.9994 -6.1251
6 C 1.6773 -2.2479 -8.2263
7 C 2.0822 -3.6232 -8.6536
8 H 1.5065 -1.5939 -9.0838
9 H 1.6178 -4.4282 -8.0674
10 H 3.1747 -3.7649 -8.6195
11 H 1.8038 -3.7803 -9.7052
12 Ca 1.7161 1.7586 -4.1522
13 Cl 2.8343 3.9273 -3.5672
14 Cl 3.2521 0.1700 -2.9706
15 C 0.0845 3.7573 -2.2995
16 O 0.0474 2.5844 -2.6911
17 N -0.8071 4.7361 -2.5635
18 C -2.2152 4.3934 -2.7615
19 C -0.3123 5.9790 -3.1483
20 H 0.9517 4.1141 -1.7010
21 H -2.5834 3.8144 -1.8974
22 H -2.3752 3.8212 -3.6934
23 H -2.7768 5.3316 -2.8309
24 H 0.5928 6.2910 -2.6161
25 H -1.0906 6.7397 -3.0844
26 H -0.0481 5.8399 -4.2090
27 H -0.4156 -5.0796 -1.8984
28 H -0.8712 -3.5084 -4.0313
29 C -1.4671 -5.3465 -2.0932
30 C -1.9772 -3.9397 -4.0506
31 N -2.2015 -4.2179 -2.6606
32 H -1.9604 -5.6417 -1.1602
33 C -2.4792 -3.1587 -1.8305
34 O -3.0255 -2.1238 -2.2115
35 H -2.6366 -3.1631 -4.4292
36 H -2.1521 -3.3492 -0.7798
37 H -1.4808 -6.1719 -2.8075
38 H -1.9554 -4.8548 -4.6354
39 O 0.8586 0.1712 -5.4068
40 C 1.5343 -0.2885 -6.6350
41 C 0.0548 0.1478 -8.6965
42 C 1.0806 0.5314 -7.8311
43 H -0.3925 -0.8470 -8.6168
44 C -0.3907 1.0297 -9.7011
45 H 2.5786 -0.0227 -6.3985
46 C 1.7589 1.7382 -8.0419
47 H -1.2123 0.7394 -10.3546
48 C 0.2341 2.2752 -9.8503
49 C 1.3266 2.6134 -9.0444
50 H 2.6204 1.9700 -7.4122
51 H -0.1305 2.9779 -10.5976
52 H 1.8569 3.5561 -9.1937
53 Si -1.0984 0.3695 -5.3653
54 Cl 0.2787 -2.8078 -3.3877
55 C -2.0805 -0.6661 -6.5566
56 C -1.0872 2.1772 -6.0332
57 C -2.1239 0.4571 -3.8161
58 H -2.1860 -0.2152 -7.5580
59 H -3.0946 -0.7613 -6.1371
60 H -1.6570 -1.6715 -6.6568
61 H -1.7321 -0.2081 -3.0469
62 H -3.1540 0.1538 -4.1098
63 H -2.1941 1.4920 -3.4690
64 H -0.9513 2.2192 -7.1228
65 H -0.3222 2.8529 -5.6049
66 H -2.0602 2.6465 -5.8150
67 C 1.0066 2.1636 1.3432
68 C -0.1096 1.2574 1.0440
69 N -0.2003 0.3919 0.0436
70 C -1.4254 -0.2404 0.1623
71 C -2.0837 0.2418 1.2741
72 N -1.2499 1.1912 1.8210
73 H 0.6488 3.0486 1.8837
74 H 1.7548 1.6456 1.9609
75 H 1.4719 2.4653 0.3961
76 H -1.7636 -0.9786 -0.5513
77 H -3.0443 -0.0366 1.6795
78 H -1.4176 1.7516 2.6500

=====

Number 1: frontier orbital gap 8.397 eV. Number 2: frontier orbital gap 7.698 eV. Number 3: frontier orbital gap 5.518 eV.